Entry from the Open Molecules 2025 dataset: 8 unconnected molecules or ions with the total composition C19H54O8 at a distorted geometry (wB97M-V/def2-TZVPD).

The geometry in ORCA input format:
```
! RIJCOSX wB97M-V def2-TZVPD def2/J DEFGRID3
* xyz 0 1
C 4.822 1.751 2.212
C 3.868 2.736 1.538
C 4.274 3.209 0.165
O 2.503 2.160 1.414
H 5.791 2.151 2.368
H 5.005 0.903 1.545
H 4.400 1.480 3.200
H 3.647 3.634 2.203
H 5.290 3.672 0.073
H 3.455 3.842 -0.225
H 4.466 2.272 -0.451
H 2.458 1.506 0.693
C -2.046 -1.733 3.679
C -2.617 -0.615 2.874
C -4.144 -0.666 2.564
O -2.373 0.675 3.467
H -2.352 -2.707 3.257
H -2.493 -1.612 4.718
H -0.938 -1.611 3.662
H -1.985 -0.642 1.916
H -4.291 0.154 1.874
H -4.698 -0.568 3.483
H -4.410 -1.637 2.217
H -1.444 0.928 3.510
C 2.071 2.933 -3.063
C 0.800 2.908 -2.079
C -0.457 3.610 -2.606
O 0.504 1.489 -1.926
H 2.590 3.889 -3.110
H 1.759 2.845 -4.131
H 2.715 2.143 -2.731
H 1.042 3.333 -1.086
H -0.630 3.233 -3.609
H -0.356 4.722 -2.640
H -1.301 3.386 -1.934
H 0.513 1.122 -2.854
C -3.049 -0.257 -2.378
C -3.071 -0.342 -0.882
O -3.216 -1.728 -0.415
H -2.207 -0.717 -2.826
H -3.067 0.774 -2.674
H -3.891 -0.771 -2.839
H -3.920 0.271 -0.458
H -2.136 0.012 -0.447
H -3.696 -1.726 0.428
C -1.889 2.920 1.379
C -0.365 2.772 1.388
O 0.051 1.922 2.435
H -2.128 3.629 0.615
H -2.238 3.284 2.372
H -2.357 1.920 1.184
H 0.029 3.788 1.497
H -0.018 2.395 0.343
H 1.032 1.855 2.386
C -1.537 -7.226 1.792
C -0.846 -5.878 1.699
O -1.748 -4.998 2.438
H -0.965 -7.964 1.226
H -2.540 -7.213 1.379
H -1.650 -7.491 2.806
H -0.687 -5.506 0.657
H 0.099 -5.911 2.280
H -1.657 -4.139 2.027
C 2.547 -0.964 -3.958
C 1.171 -1.519 -4.311
O 0.268 -0.350 -4.064
H 2.889 -0.207 -4.617
H 3.226 -1.803 -3.996
H 2.613 -0.527 -2.930
H 0.876 -2.293 -3.604
H 1.021 -1.770 -5.373
H -0.628 -0.426 -4.400
C 0.422 -1.747 -0.302
C 1.240 -0.703 0.506
O 2.166 0.012 -0.309
H 0.938 -2.517 -0.820
H -0.038 -1.130 -1.049
H -0.396 -1.990 0.361
H 1.731 -1.170 1.343
H 0.545 0.044 0.998
H 1.639 0.494 -1.072
*
```

Calculated values
LUMO (eV): 0.51
Structure (SMILES): CC(C)O.CC(C)O.CC(C)O.CCO.CCO.CCO.CCO.CCO

Results of the Mulliken charge analysis, in e, for atoms 1 through 5: number 1, C, carries -1.3391; number 2, C, carries 0.4152; number 3, C, carries -1.0285; number 4, O, carries -0.5729; number 5, H, carries 0.4673



Entry from the Open Molecules 2025 dataset: 2 unconnected molecules or ions with the total composition C12H17N at a distorted geometry (wB97M-V/def2-TZVPD).

The geometry in ORCA input format:
```
! RIJCOSX wB97M-V def2-TZVPD def2/J DEFGRID3
* xyz 0 1
C -2.021 -1.201 -3.443
C -2.451 -1.956 -2.201
C -0.786 -0.299 -3.259
H -2.820 -0.557 -3.788
H -1.803 -1.872 -4.274
H -2.872 -1.236 -1.491
H -3.217 -2.685 -2.458
H 0.142 -0.842 -3.441
H -1.628 -2.440 -1.682
H -0.776 0.244 -2.307
H -0.831 0.519 -3.983
C 2.703 1.392 -0.339
C 0.529 1.053 2.669
C 1.027 0.548 1.447
C 2.007 1.498 0.987
C 2.087 2.462 1.922
C -0.411 0.399 3.439
C -0.843 -0.848 3.012
C -0.383 -1.385 1.808
C 0.546 -0.690 1.049
N 1.148 2.265 2.928
H -0.847 0.842 4.334
H -1.612 -1.365 3.566
H 1.409 2.426 3.891
H -0.623 -2.394 1.520
H 2.684 3.363 1.929
H 1.038 -1.210 0.241
H 2.277 2.071 -1.078
H 2.544 0.398 -0.748
H 3.781 1.501 -0.250
*
```

Calculated values
LUMO (eV): 0.97
Structure (SMILES): Cc1c[nH]c2ccccc12.CCC

Results of the natural (NBO) charge analysis, in e, for atoms 1 through 5: number 1, C, carries -0.3941; number 2, C, carries -0.6049; number 3, C, carries -0.6109; number 4, H, carries 0.1929; number 5, H, carries 0.1920



Entry from the Open Molecules 2025 dataset: 2 unconnected molecules or ions with the total composition C2H8NO2 at a distorted geometry (wB97M-V/def2-TZVPD).

The geometry in ORCA input format:
```
! RIJCOSX wB97M-V def2-TZVPD def2/J DEFGRID3
* xyz -1 1
C 0.465 -0.777 -0.864
O 0.779 0.528 -0.788
C -0.095 -1.356 0.475
N -0.660 -0.344 1.381
H 1.254 -1.518 -1.157
H -0.241 -0.940 -1.738
H 0.674 -1.919 1.024
H -0.880 -2.098 0.302
H -1.608 -0.137 1.100
H -0.124 0.502 1.168
H -0.067 1.975 -0.512
H 0.724 3.178 -0.166
O -0.220 2.907 -0.227
*
```

Calculated values
LUMO (eV): 4.61

Results of the natural (NBO) charge analysis, in e, for atoms 1 through 5: number 1, C, carries -0.0256; number 2, O, carries -0.9716; number 3, C, carries -0.2459; number 4, N, carries -0.8682; number 5, H, carries 0.0756



Entry from the Open Molecules 2025 dataset: a molecular structure, C20H34AlGeN5Se2 at a distorted geometry (wB97M-V/def2-TZVPD).

The geometry in ORCA input format:
```
! RIJCOSX wB97M-V def2-TZVPD def2/J DEFGRID3
* xyz 2 1
Al -6.003 -10.999 11.707
N -2.338 -13.351 14.626
C -3.840 -13.562 14.533
C -4.206 -14.019 13.124
C -5.734 -14.028 12.788
N -6.091 -13.041 11.675
C -6.571 -13.607 13.978
C -6.071 -12.257 14.658
N -6.460 -11.089 13.697
C -4.569 -12.303 15.022
H -1.830 -14.185 14.227
H -2.051 -13.154 15.591
H -2.089 -12.507 14.078
H -4.018 -14.370 15.300
H -3.868 -15.040 12.949
H -3.699 -13.322 12.397
H -5.991 -15.014 12.364
H -7.087 -13.111 11.436
H -5.592 -13.302 10.806
H -6.633 -14.401 14.761
H -7.665 -13.432 13.694
H -6.709 -12.113 15.611
H -6.025 -10.239 14.026
H -7.469 -10.996 13.675
H -4.521 -12.232 16.113
H -4.042 -11.437 14.539
Se -3.506 -10.716 12.071
Se -5.869 -8.585 11.642
C -7.704 -8.464 12.171
C -8.158 -7.404 12.909
C -9.537 -7.182 13.101
C -10.374 -8.224 12.727
C -9.906 -9.324 12.020
N -8.580 -9.446 11.714
C -3.733 -11.353 10.234
C -2.708 -11.757 9.389
C -3.140 -12.222 8.139
C -4.465 -11.969 7.685
C -5.447 -11.514 8.590
N -5.072 -11.247 9.851
H -7.452 -6.725 13.388
H -9.897 -6.279 13.564
H -11.394 -8.279 13.203
H -10.561 -10.206 11.872
H -1.711 -11.898 9.787
H -2.392 -12.784 7.490
H -4.789 -12.254 6.703
H -6.512 -11.378 8.376
C -10.314 -12.857 11.530
Ge -9.186 -11.974 10.229
C -8.353 -13.394 8.983
C -10.379 -11.160 8.881
C -7.980 -10.406 10.808
H -11.304 -12.996 11.074
H -10.442 -12.301 12.524
H -9.938 -13.847 11.829
H -7.814 -14.114 9.560
H -7.746 -12.934 8.239
H -9.148 -13.976 8.493
H -10.063 -10.159 8.615
H -11.367 -11.023 9.411
H -10.545 -11.685 7.948
H -7.657 -9.881 9.905
*
```

Calculated values
LUMO (eV): -5.37

Results of the natural (NBO) charge analysis, in e, for atoms 1 through 5: number 1, Al, carries 1.5087; number 2, N, carries -0.6886; number 3, C, carries -0.0335; number 4, C, carries -0.4771; number 5, C, carries -0.0380



Entry from the Open Molecules 2025 dataset: a molecular structure, C29H37N2RhS3Si at a distorted geometry (wB97M-V/def2-TZVPD).

The geometry in ORCA input format:
```
! RIJCOSX wB97M-V def2-TZVPD def2/J DEFGRID3
* xyz 0 1
Rh 0.591 0.107 -0.360
C 3.764 2.013 -1.391
C 3.857 0.523 -1.283
C 5.054 -0.149 -1.472
C 5.074 -1.537 -1.345
C 3.937 -2.206 -0.964
C 2.760 -1.469 -0.718
N 2.746 -0.126 -0.946
N 1.604 -1.930 -0.258
Si 1.215 -3.431 0.496
C -0.437 -3.151 1.400
C 2.525 -3.922 1.806
C 1.039 -4.859 -0.776
H 4.749 2.460 -1.485
H 3.267 2.410 -0.506
H 3.173 2.289 -2.261
H 5.952 0.397 -1.719
H 5.993 -2.072 -1.539
H 3.911 -3.276 -0.847
H -0.269 -2.792 2.410
H -1.014 -4.069 1.461
H -1.033 -2.399 0.890
H 2.788 -3.059 2.412
H 3.439 -4.311 1.368
H 2.128 -4.681 2.474
H 0.475 -4.544 -1.649
H 0.519 -5.700 -0.326
H 2.002 -5.222 -1.124
C -0.090 5.359 -1.761
C 0.897 4.215 -1.656
S 0.268 2.679 -0.832
C -0.109 3.310 0.841
C -1.544 3.762 1.081
S -2.880 2.750 0.354
C -2.863 3.140 -1.436
C -2.863 4.621 -1.785
S -1.488 5.066 -2.903
H 0.430 6.217 -2.189
H -0.492 5.646 -0.793
H 1.798 4.537 -1.132
H 1.163 3.869 -2.653
H 0.585 4.128 1.043
H 0.115 2.463 1.493
H -1.702 4.800 0.789
H -1.749 3.675 2.149
H -3.763 2.660 -1.817
H -2.000 2.631 -1.863
H -2.798 5.271 -0.914
H -3.763 4.907 -2.332
C -1.060 -0.405 -1.331
C -2.056 -1.127 -1.342
C -3.169 -1.982 -1.271
C -4.474 -1.481 -1.250
C -5.542 -2.345 -1.124
C -5.329 -3.711 -1.015
C -4.036 -4.214 -1.041
C -2.959 -3.363 -1.172
H -4.627 -0.414 -1.336
H -6.550 -1.955 -1.106
H -6.167 -4.384 -0.914
H -3.869 -5.277 -0.956
H -1.946 -3.739 -1.186
C 0.438 0.352 4.582
C -0.759 0.311 3.887
C -0.761 0.258 2.501
C 0.438 0.249 1.792
C 1.635 0.287 2.502
C 1.636 0.342 3.888
H 0.439 0.386 5.661
H -1.699 0.319 4.421
H -1.706 0.240 1.972
H 2.588 0.273 1.981
H 2.577 0.377 4.421
*
```

Calculated values
LUMO (eV): -0.92

Results of the Mulliken charge analysis, in e, for atoms 1 through 5: number 1, Rh, carries -0.3354; number 2, C, carries -1.0149; number 3, C, carries 0.4884; number 4, C, carries -0.7327; number 5, C, carries -0.5552



Entry from the Open Molecules 2025 dataset: a single C4H5NO molecule at a distorted geometry (wB97M-V/def2-TZVPD).

The geometry in ORCA input format:
```
! RIJCOSX wB97M-V def2-TZVPD def2/J DEFGRID3
* xyz 0 1
C 1.871 -0.920 0.137
C 0.118 0.372 0.050
N 1.305 0.447 0.166
O -1.574 2.330 0.298
C -2.019 1.232 -0.008
C -1.172 0.089 -0.154
H 2.923 -0.856 0.373
H 1.339 -1.592 0.821
H 1.715 -1.284 -0.885
H -3.084 1.069 -0.238
H -1.422 -0.888 -0.560
*
```

Calculated values
LUMO (eV): -0.19
Structure (SMILES): CN=C=CC=O

Results of the natural (NBO) charge analysis, in e, for atoms 1 through 5: number 1, C, carries -0.4026; number 2, C, carries 0.7165; number 3, N, carries -0.4520; number 4, O, carries -0.5893; number 5, C, carries 0.3923



Entry from the Open Molecules 2025 dataset: 3 unconnected molecules or ions with the total composition C3H11NO2 at a distorted geometry (wB97M-V/def2-TZVPD).

The geometry in ORCA input format:
```
! RIJCOSX wB97M-V def2-TZVPD def2/J DEFGRID3
* xyz -1 2
C 1.495 -0.914 -0.980
C 0.722 0.386 -0.963
C 1.175 1.495 -0.396
N 0.422 2.663 -0.297
H 2.202 -0.951 -0.134
H 0.835 -1.766 -0.873
H 2.218 -0.995 -1.801
H -0.295 0.217 -1.276
H 2.123 1.552 0.127
H 0.637 3.382 0.365
H -0.563 2.553 -0.520
H -1.134 -0.580 2.176
H -1.339 -1.870 2.903
O -1.275 -0.923 3.077
H -1.760 -1.109 -0.728
H -3.162 -1.343 -0.400
O -2.300 -1.797 -0.278
*
```

Calculated values
LUMO (spin up / spin down) (eV): 3.78 / 3.67

Results of the natural (NBO) charge analysis, in e, for atoms 1 through 5: number 1, C, carries -0.6384; number 2, C, carries -0.3984; number 3, C, carries -0.0169; number 4, N, carries -0.8626; number 5, H, carries 0.1883



Entry from the Open Molecules 2025 dataset: 3 unconnected molecules or ions with the total composition C4H12NO2 at a distorted geometry (wB97M-V/def2-TZVPD).

The geometry in ORCA input format:
```
! RIJCOSX wB97M-V def2-TZVPD def2/J DEFGRID3
* xyz 1 1
C -0.069 1.388 2.315
C 0.589 0.221 1.577
C 1.083 0.361 0.352
N 1.628 -0.647 -0.517
C 1.817 -1.979 -0.395
H -0.719 2.215 1.823
H -0.350 0.968 3.140
H 0.881 2.043 2.432
H 0.578 -0.793 1.988
H 1.029 1.245 -0.352
H 2.101 -0.101 -1.358
H 2.244 -2.440 -1.266
H 1.303 -2.649 0.394
H -0.679 0.332 -2.409
H 0.109 -0.313 -3.640
O 0.189 0.043 -2.740
H -3.883 -0.524 0.011
H -4.176 0.293 -1.095
O -3.677 0.336 -0.259
*
```

Calculated values
LUMO (eV): -5.30

Results of the natural (NBO) charge analysis, in e, for atoms 1 through 5: number 1, C, carries -0.6409; number 2, C, carries -0.0665; number 3, C, carries -0.1079; number 4, N, carries -0.4061; number 5, C, carries 0.0664